[1]
Below is a 2-piece molecular cluster, H4OS overall, with properties calculated with ωB97M-V/def2-TZVPD.

```
! RIJCOSX wB97M-V def2-TZVPD def2/J DEFGRID3
* xyz 0 1
S -0.386 0.165 0.429
O -2.608 0.790 2.807
H -2.486 1.494 2.131
H -2.593 1.267 3.667
H -1.545 0.060 1.104
H 0.296 0.479 1.546
*
```

Results
Structure (SMILES): O.S
Kohn-Sham gap (eV): 10.316
Highest occupied orbital energy (eV): -9.6
E_LUMO (eV): 0.7
ΔE to the lowest compared entry with this formula, charge and spin (kJ/mol): 9.46

=====

[2]
Below is C25H39BaN5 as an isolated structure, with properties calculated with ωB97M-V/def2-TZVPD.

```
! RIJCOSX wB97M-V def2-TZVPD def2/J DEFGRID3
* xyz 2 1
Ba -0.021 -1.716 -1.063
N -1.555 2.376 -1.711
N -1.019 -0.776 3.291
N -0.557 4.589 -0.541
N 1.544 -0.438 2.208
N -0.355 2.600 1.026
C -2.779 2.698 -0.966
C 2.535 -1.311 4.249
C 0.540 -0.341 -4.533
C -1.760 2.844 1.411
C 3.927 -0.459 2.488
C -0.027 -1.774 5.230
C 2.085 -4.068 -1.410
C 0.503 -1.493 -3.597
C -2.957 4.221 -0.944
C 3.059 -1.462 -3.023
C 0.097 -1.195 3.980
C -2.736 2.142 0.464
C -1.927 4.890 -0.042
C 1.090 -2.108 5.995
C 2.759 -0.189 1.761
C -0.875 -4.218 -1.743
C 3.814 -1.040 3.724
C -1.953 -2.164 -3.781
C 1.324 -3.238 -2.364
C -2.016 4.359 1.388
C 2.355 -1.882 5.520
C 1.403 -0.966 3.448
C -0.051 -3.437 -2.622
C 1.699 -2.051 -2.917
C -0.534 -2.372 -3.393
H -1.296 4.875 2.024
H -2.635 -2.768 -3.180
H 0.948 -2.533 6.976
H 3.226 -2.128 6.104
H 2.810 0.270 0.774
H -1.125 -3.579 -0.860
H -3.666 2.259 -1.451
H 3.158 -3.906 -1.496
H 1.800 -3.855 -0.367
H -1.342 1.377 -1.606
H -1.723 2.555 -2.698
H -2.122 -2.440 -4.823
H -1.826 -4.520 -2.176
H 4.891 -0.222 2.067
H -2.874 4.611 -1.960
H -0.256 3.664 0.071
H 4.688 -1.289 4.307
H 1.224 0.440 -4.194
H 0.891 -0.677 -5.511
H -3.009 4.555 1.788
H -0.373 -5.097 -1.344
H -0.880 -0.543 2.309
H -1.011 -1.954 5.633
H -1.874 -1.260 3.518
H 3.457 -1.608 -4.028
H -2.246 -1.113 -3.674
H -2.108 5.968 -0.052
H 3.755 -1.936 -2.331
H -0.453 0.087 -4.682
H -0.589 4.259 -1.507
H -0.209 1.638 0.689
H 3.054 -0.384 -2.827
H -3.731 2.264 0.889
H -3.957 4.462 -0.586
H 1.909 -5.130 -1.580
H -2.507 1.062 0.430
H 0.081 5.374 -0.428
H 0.257 2.739 1.824
H -1.949 2.464 2.422
*
```

Results
Kohn-Sham gap (eV): 6.749
Highest occupied orbital energy (eV): -12.4
E_LUMO (eV): -5.6

=====

[3]
Below is a 2-piece molecular cluster, C8H14N2O4 overall, with properties calculated with ωB97M-V/def2-TZVPD.

```
! RIJCOSX wB97M-V def2-TZVPD def2/J DEFGRID3
* xyz 0 1
O -1.252 1.040 3.688
O -3.316 -0.797 -3.316
O 2.766 2.697 2.079
O 0.539 2.355 2.973
N 1.936 0.099 -1.118
N -0.394 -1.486 -0.095
C -0.475 -1.173 1.354
C -0.289 1.167 2.925
C 2.497 0.201 0.261
C 1.485 0.745 1.361
C 0.263 0.170 1.788
C 0.899 1.128 -1.402
C -1.763 -1.495 -0.735
C 1.697 2.079 2.202
H 3.022 -0.775 0.583
H 0.052 -2.410 -0.215
H -3.566 0.108 -3.537
H 3.351 0.981 0.204
H -1.599 -1.108 1.612
H -2.232 -0.470 -0.533
H 0.670 1.052 -2.530
H -0.034 -2.030 1.963
H 2.661 0.190 -1.840
H -0.100 0.935 -0.877
H -4.058 -1.328 -3.631
H -2.348 -2.329 -0.186
H -1.684 -1.719 -1.850
H 1.272 2.174 -1.130
*
```

Results
Structure (SMILES): CNCC1=C(CNC)C(=O)OC1=O.O
Kohn-Sham gap (eV): 7.910
Highest occupied orbital energy (eV): -8.6
E_LUMO (eV): -0.7
ΔE to the lowest compared entry with this formula, charge and spin (kJ/mol): 377.10

=====

[4]
Below is an isolated molecule of C7H12, with properties calculated with ωB97M-V/def2-TZVPD.

```
! RIJCOSX wB97M-V def2-TZVPD def2/J DEFGRID3
* xyz 0 1
C 0.024 -0.479 -1.940
C -0.261 1.146 3.574
C 0.255 0.860 2.367
C 0.046 -0.191 -0.435
C 0.641 1.178 -0.082
C 0.653 1.738 1.302
C -0.590 -1.839 -2.271
H -0.537 0.311 -2.458
H -1.626 -1.900 -1.917
H 0.118 1.972 -0.640
H -0.595 -2.028 -3.350
H -0.978 -0.241 -0.040
H -0.679 2.098 3.884
H 1.659 1.269 -0.503
H 0.608 -0.991 0.066
H -0.284 0.373 4.333
H 0.531 -0.191 2.244
H -0.030 -2.651 -1.793
H 1.046 -0.434 -2.340
*
```

Results
Kohn-Sham gap (alpha / beta) (eV): 7.702 / 7.441
Highest occupied orbital energy (alpha / beta) (eV): -8.2 / -7.8
E_LUMO (alpha / beta) (eV): -0.5 / -0.4
ΔE to the lowest compared entry with this formula, charge and spin (kJ/mol): 384.67

=====

[5]
Below is C24H24ClF8INO28S2 as an isolated structure, with properties calculated with ωB97M-V/def2-TZVPD.

```
! RIJCOSX wB97M-V def2-TZVPD def2/J DEFGRID3
* xyz -1 1
I 5.053 -6.934 4.549
Cl 1.123 -5.803 1.283
S 4.466 -4.709 3.737
S 1.878 -5.108 3.059
F -0.672 -3.692 0.192
F -5.268 4.021 8.899
F -3.267 4.053 -11.757
F 0.423 2.216 -5.683
F -0.461 -3.553 -3.924
F 5.539 -0.359 7.144
F 1.408 3.592 5.344
F -1.466 0.160 -7.879
O -5.659 6.057 9.785
O -5.294 8.217 10.338
O 3.546 0.362 7.916
O 2.168 -0.705 6.538
O 1.178 -3.863 3.251
O -0.852 2.213 -10.142
O 1.117 -7.452 -2.467
O -1.791 2.355 5.079
O 3.950 -4.032 4.901
O -2.694 1.908 -11.353
O 1.716 -5.342 -1.939
O -1.375 0.142 -10.853
O -2.967 4.122 5.832
O -4.345 7.314 8.502
O -0.023 -5.680 -3.284
O 0.054 -1.647 -0.385
O 1.668 -6.149 4.020
O -0.714 4.107 5.923
O 2.364 -1.466 -6.352
O 0.514 0.335 -4.441
O 5.676 -4.222 3.138
O 0.014 0.585 -0.718
O 1.354 0.891 7.898
O 2.418 0.679 -3.338
O 0.663 -0.374 -7.362
O -1.238 -0.373 0.893
O 0.401 -2.501 -6.757
O 1.405 -1.328 -3.201
N 3.391 -4.917 2.586
C 2.199 1.842 -4.131
C -4.239 5.978 7.992
C -1.560 -1.730 1.231
C -1.610 1.304 -10.792
C 1.450 -0.221 -3.615
C 3.493 -1.146 6.188
C -0.399 2.121 4.833
C 0.254 3.069 5.817
C -1.369 3.515 -10.412
C -0.526 -0.813 -7.991
C 0.967 -6.278 -2.552
C -0.882 -2.043 -7.183
C -2.800 3.209 -10.808
C -0.354 -0.385 -0.132
C 4.277 -0.753 7.422
C -5.465 5.322 8.590
C 0.722 1.730 -4.452
C -0.100 -4.327 -2.875
C -0.358 -2.481 0.699
C 1.257 -1.455 -6.778
C 2.266 0.241 7.484
C 1.307 -4.048 -2.395
C -1.927 3.577 5.628
C -5.110 7.293 9.615
H -0.153 1.076 5.003
H -3.329 5.512 8.371
H 0.434 2.637 6.801
H 4.314 -1.519 8.198
H -1.478 -1.775 -6.310
H 2.793 1.782 -5.045
H -6.366 5.401 7.979
H -1.277 4.146 -9.533
H -0.163 2.402 3.805
H 0.058 2.196 -3.722
H 0.462 -2.599 1.409
H 1.361 -3.332 -1.583
H -0.829 3.957 -11.251
H 2.462 2.734 -3.569
H 3.840 -0.590 5.317
H 1.942 -3.723 -3.219
H -1.699 -1.833 2.303
H 3.519 -2.210 5.977
H -3.509 3.189 -9.979
H -1.387 -2.816 -7.756
H -0.332 -0.994 -9.047
H -4.217 5.980 6.908
H -0.869 -4.236 -2.107
H -2.467 -2.025 0.701
*
```

Results
Kohn-Sham gap (eV): 8.401
Highest occupied orbital energy (eV): -6.9
E_LUMO (eV): 1.5

=====

[6]
Below is an isolated ion of composition C8H15BrN and charge +1, with properties calculated with ωB97M-V/def2-TZVPD.

```
! RIJCOSX wB97M-V def2-TZVPD def2/J DEFGRID3
* xyz 1 1
Br -3.223 -0.478 0.033
N 0.178 -1.745 0.021
C 1.082 -2.415 1.086
C -1.504 2.058 0.173
C 0.370 -0.307 0.010
C 0.962 2.037 0.574
C 1.031 0.524 0.803
C -0.170 2.380 -0.437
C 0.439 -2.326 -1.313
C -2.240 0.973 -0.604
H -1.388 1.739 1.191
H -2.230 2.927 -0.058
H 1.970 2.250 0.044
H 0.108 1.724 -1.365
H 1.078 -3.432 0.785
H 2.119 -2.131 0.943
H -0.760 -1.969 0.218
H 1.639 0.509 1.688
H 1.458 -2.566 -1.465
H 0.747 2.576 1.515
H -0.174 -3.162 -1.468
H 0.662 -2.249 2.051
H -2.068 1.069 -1.608
H 0.160 -1.439 -1.966
H -0.246 3.453 -0.850
*
```

Results
Kohn-Sham gap (alpha / beta) (eV): 6.138 / 9.866
Highest occupied orbital energy (alpha / beta) (eV): -11.3 / -13.4
E_LUMO (alpha / beta) (eV): -5.1 / -3.5
ΔE to the lowest compared entry with this formula, charge and spin (kJ/mol): 470.63

=====

no.,calculated total energy (a.u.),strongest force on any atom (eV/A)
1,-475.80746,1.29
2,-1274.78662,8.11
3,-723.60813,4.53
4,-273.76204,0.66
5,-5443.85192,0.67
6,-2942.12461,3.57